No. 1
Entry from OMol25: a structure of composition C19H42P2PtSi at a distorted geometry (wB97M-V/def2-TZVPD).

Structure (XYZ):
```
65
Properties=species:S:1:pos:R:3:lowdin_spin:R:1
P -2.20 1.10 0.13 0.14
P -1.13 -1.11 -2.21 0.10
C -1.91 1.55 -1.55 0.62
C -1.99 0.55 -2.59 0.11
H 1.47 3.82 -0.94 0.03
H -1.68 2.59 -1.81 0.03
H -3.04 0.25 -2.76 0.04
H -1.42 0.89 -3.47 0.00
C 0.48 -0.68 -2.98 0.03
H 1.24 -1.45 -2.82 0.00
H 0.87 0.30 -2.64 0.01
H 0.13 -0.68 -4.02 0.00
C -2.08 -2.30 -3.13 0.00
H -2.24 -1.79 -4.10 0.00
H -2.97 -2.62 -2.58 0.00
H -1.50 -3.22 -3.24 0.00
C -2.01 3.12 0.45 0.03
H -2.22 3.49 1.46 0.00
H -2.68 3.65 -0.25 0.01
H -0.97 3.39 0.19 0.00
C -4.09 1.09 0.29 0.05
H -4.37 0.20 -0.28 0.00
H -4.61 2.00 -0.03 0.00
H -4.35 0.94 1.35 0.00
Pt -1.66 -1.18 -0.16 0.25
C 2.55 1.95 -1.23 0.59
C 2.44 3.38 -1.28 0.12
C 3.69 4.01 -0.45 0.10
C 3.39 3.93 1.05 0.05
C 1.90 3.80 1.23 0.34
C 1.36 2.65 1.64 0.37
C 1.82 1.25 1.26 0.09
C 2.69 1.12 -0.04 0.11
C -2.83 -1.16 1.48 0.32
H 2.74 1.48 -2.20 0.03
H 2.61 3.70 -2.33 0.00
H 3.89 5.07 -0.72 0.01
H 4.63 3.43 -0.65 0.01
H 3.87 3.05 1.51 0.00
H 3.78 4.84 1.55 0.00
H 1.26 4.69 1.01 0.02
H 0.41 2.62 2.18 0.02
H 1.00 0.52 1.08 0.00
H 2.42 0.86 2.09 0.04
H 3.76 1.09 0.26 0.04
H 2.63 0.09 -0.45 0.00
H -3.28 -2.13 1.41 0.04
H -3.66 -0.48 1.67 0.01
H -2.17 -1.01 2.32 0.03
C 1.30 -5.09 1.06 0.01
Si 0.00 -3.79 1.52 0.02
C -1.14 -4.50 2.79 0.00
C 1.13 -2.51 2.19 0.00
C -0.70 -3.10 -0.13 0.15
H 2.01 -5.13 1.90 0.00
H 1.84 -4.77 0.15 0.00
H 0.88 -6.09 0.89 0.00
H -0.86 -4.04 3.75 0.00
H -2.19 -4.26 2.64 0.00
H -1.05 -5.58 2.92 0.00
H 1.73 -2.09 1.39 0.00
H 0.60 -1.70 2.69 0.00
H 1.78 -3.01 2.91 0.00
H -1.45 -3.84 -0.48 0.01
H 0.13 -3.20 -0.89 0.00
```

## Properties
**Energy relative to the best compared isomer or geometry (same formula, charge and spin)**: 2.1672 eV
**LUMO energy (spin up / spin down)**: -0.2428 / -0.3640 Eh
**Charge**: +2
**2S+1**: 5



No. 2
Entry from OMol25: a structure of composition C19H43AuOP3S at a distorted geometry (wB97M-V/def2-TZVPD).

Structure (XYZ):
```
68
Properties=species:S:1:pos:R:3:lowdin_spin:R:1
Au -0.63 0.71 0.67 0.38
P -3.06 1.06 0.91 0.02
P 0.10 -0.05 2.87 0.08
P -0.62 -1.37 -0.38 0.19
H 1.55 2.22 -0.42 0.00
C 0.91 1.47 -0.91 0.05
C -0.36 1.84 -1.35 0.02
H -0.69 2.88 -1.24 0.00
C -3.85 2.66 1.34 0.01
C -3.91 -0.06 2.08 0.00
C -3.85 0.72 -0.70 0.00
C 1.91 -0.31 2.99 0.01
C -0.28 0.90 4.39 0.02
C -0.59 -1.69 3.32 0.00
C -0.77 -1.28 -2.19 0.03
C -1.94 -2.50 0.14 0.03
C 0.98 -2.19 -0.06 0.03
H 1.41 0.56 -1.25 0.00
H -0.91 1.24 -2.08 0.00
H -3.43 3.45 0.69 0.00
H -3.65 2.92 2.38 0.00
H -4.93 2.62 1.19 0.00
H -3.61 0.18 3.11 0.00
H -3.67 -1.11 1.87 0.00
H -5.00 0.08 1.99 0.00
H -3.49 1.46 -1.42 0.00
H -4.94 0.83 -0.60 0.00
H -3.61 -0.28 -1.07 0.00
H 2.14 -0.74 3.98 0.00
H 2.41 0.66 2.89 0.00
H 2.26 -0.98 2.21 0.00
H 0.08 0.33 5.26 0.00
H -1.36 1.04 4.49 0.00
H 0.22 1.88 4.37 0.00
H -0.20 -1.95 4.31 0.00
H -0.29 -2.46 2.61 0.00
H -1.68 -1.62 3.37 0.00
H -0.70 -2.31 -2.57 0.01
H 0.05 -0.67 -2.60 0.00
H -1.74 -0.83 -2.46 0.00
H -1.71 -3.47 -0.35 0.01
H -2.92 -2.14 -0.20 0.00
H -1.94 -2.64 1.23 0.00
H 1.00 -3.10 -0.68 0.01
H 1.10 -2.44 1.00 0.00
H 1.79 -1.52 -0.37 0.00
C 3.61 -2.59 -4.47 0.19
C 4.94 -3.01 -4.35 0.08
C 5.90 -2.56 -5.25 0.03
C 5.54 -1.68 -6.29 0.23
C 4.21 -1.26 -6.42 0.03
C 3.24 -1.71 -5.52 0.10
S 2.37 -3.10 -3.36 0.32
H 3.13 -3.89 -2.55 0.01
H 5.19 -3.69 -3.54 0.00
H 6.94 -2.88 -5.16 0.00
H 6.29 -1.33 -6.99 0.01
H 3.92 -0.58 -7.22 0.00
H 2.21 -1.40 -5.59 0.00
C -0.26 4.49 3.38 0.00
C -1.05 3.62 2.49 0.00
O -0.11 3.02 1.56 0.09
H 0.53 3.91 3.84 0.00
H -0.85 4.98 4.16 0.00
H 0.21 5.24 2.75 0.00
H -1.50 2.78 3.03 0.00
H -1.87 4.11 1.97 0.00
H -0.17 3.51 0.72 0.00
```

## Properties
**Energy relative to the best compared isomer or geometry (same formula, charge and spin)**: 0.0000 eV
**LUMO energy (spin up / spin down)**: -0.2768 / -0.4296 Eh
**Charge**: +3
**2S+1**: 3



No. 3
Entry from OMol25: a structure of composition C19H43CsN5O17S3 at a distorted geometry (wB97M-V/def2-TZVPD).

Structure (XYZ):
```
88
Properties=species:S:1:pos:R:3:mulliken_charge:R:1
Cs 16.34 -13.46 11.60 0.97
S 17.14 -18.05 12.15 0.72
O 16.92 -17.05 13.17 -0.70
O 16.65 -19.33 12.63 -0.67
O 16.60 -17.55 10.91 -0.67
O 18.61 -18.19 11.89 -0.69
C 18.25 -23.84 12.89 -0.83
C 17.95 -23.81 14.39 0.68
O 18.43 -24.62 15.20 -0.70
N 17.05 -22.95 14.79 -0.12
C 16.51 -22.79 16.13 -0.91
H 18.04 -24.82 12.47 0.27
H 19.33 -23.67 12.80 0.25
H 17.72 -23.03 12.40 0.25
H 16.78 -22.22 14.14 0.22
H 17.33 -22.67 16.83 0.28
H 16.02 -23.72 16.44 0.27
H 15.89 -21.91 16.30 0.35
C 16.07 -20.67 7.74 -0.93
C 16.26 -19.65 6.64 0.66
O 16.66 -20.03 5.51 -0.68
N 15.95 -18.36 6.89 -0.12
C 15.86 -17.25 5.94 -0.95
H 15.16 -21.24 7.58 0.23
H 16.16 -20.32 8.77 0.30
H 16.92 -21.35 7.66 0.29
H 15.92 -18.17 7.89 0.29
H 14.85 -17.16 5.54 0.30
H 16.54 -17.40 5.09 0.31
H 16.09 -16.31 6.46 0.30
C 21.27 -20.60 9.57 -1.02
C 22.52 -20.08 10.24 0.74
O 23.61 -20.56 9.93 -0.68
N 22.34 -19.15 11.18 -0.03
C 23.42 -18.46 11.82 -1.00
H 21.08 -20.06 8.64 0.23
H 20.35 -20.62 10.15 0.30
H 21.42 -21.65 9.34 0.32
H 21.37 -18.90 11.31 0.20
H 23.25 -18.09 12.83 0.31
H 23.84 -17.57 11.35 0.31
H 24.29 -19.11 11.93 0.34
C 15.12 -16.91 17.72 -0.96
C 15.62 -15.47 17.74 0.82
O 15.44 -14.84 18.79 -0.71
N 16.29 -15.01 16.72 -0.08
C 16.96 -13.72 16.60 -0.95
H 15.33 -17.34 18.70 0.27
H 15.59 -17.48 16.91 0.29
H 14.06 -16.95 17.50 0.27
H 16.32 -15.67 15.95 0.14
H 16.47 -13.06 15.89 0.27
H 17.93 -13.86 16.14 0.32
H 17.20 -13.18 17.51 0.34
C 20.18 -15.90 8.76 -0.93
C 20.90 -14.89 9.55 0.76
O 21.51 -13.98 9.01 -0.71
N 20.77 -15.05 10.87 -0.07
C 21.59 -14.28 11.79 -0.93
H 20.84 -16.03 7.90 0.32
H 19.30 -15.42 8.34 0.21
H 19.86 -16.86 9.17 0.27
H 20.11 -15.75 11.16 0.17
H 20.89 -13.54 12.19 0.29
H 22.35 -13.78 11.20 0.33
H 22.04 -14.93 12.55 0.27
C 12.23 -18.31 11.01 -0.09
C 12.36 -18.14 12.50 -0.13
O 11.05 -18.10 13.08 -0.34
S 9.88 -17.94 11.94 1.06
O 9.71 -16.62 11.42 -0.53
O 8.75 -18.79 12.25 -0.52
O 10.85 -18.62 10.84 -0.37
H 12.81 -19.19 10.72 0.19
H 12.49 -17.46 10.39 0.23
H 12.83 -17.17 12.67 0.21
H 12.99 -18.89 12.97 0.30
C 20.58 -19.28 16.39 -0.52
C 20.20 -17.75 16.35 0.09
O 21.09 -17.18 17.24 -0.32
S 22.13 -18.24 18.01 1.05
O 21.60 -18.79 19.30 -0.54
O 23.49 -17.75 17.97 -0.51
O 21.90 -19.34 16.86 -0.30
H 20.45 -19.82 15.44 0.41
H 19.92 -19.81 17.07 0.31
H 19.13 -17.76 16.56 0.12
H 20.30 -17.36 15.34 0.21
```

## Properties
**Energy relative to the best compared isomer or geometry (same formula, charge and spin)**: 6.2521 eV
**LUMO energy**: -0.0037 Eh
**Charge**: -1